Record 1
The following is a quantum chemistry calculation of C13H18N4O3S in the gas phase at a distorted geometry, from the OMol25 dataset.

Output
Energy above the lowest of the compared OMol25 structures with the same formula, charge and spin = 77.8 kcal/mol
Net charge = 0
E_tot = -36709.212 eV
Strongest force on any atom = 0.0490 hartree/bohr
Gap between HOMO and LUMO = 7.6 eV

Element x y z (Å)
1 S -1.090 -1.536 1.999
2 O 2.048 -1.278 -2.681
3 O -2.642 2.733 2.571
4 O 2.692 -3.303 -1.013
5 N -0.020 3.681 0.967
6 N -3.550 1.945 0.653
7 N -1.979 1.526 -1.074
8 N 0.321 -0.741 -0.464
9 C -2.282 -2.870 1.564
10 C 1.474 0.070 -0.728
11 C -3.256 1.512 -0.550
12 C 0.939 3.044 0.223
13 C 1.098 1.312 -1.587
14 C 0.539 -2.271 1.482
15 C 0.814 -2.075 0.011
16 C 2.254 -2.113 -0.365
17 C -1.414 3.298 0.565
18 C 0.329 2.277 -0.716
19 C -2.588 2.636 1.360
20 C 2.453 -0.965 -1.320
21 C -1.084 2.347 -0.543
22 H 1.347 -1.790 2.065
23 H 0.605 -3.358 1.730
24 H 2.034 1.792 -1.931
25 H 0.163 3.967 1.920
26 H -1.928 -3.802 1.968
27 H 2.899 -1.918 0.509
28 H -0.355 -0.317 0.203
29 H -4.083 1.031 -1.103
30 H 3.478 -0.565 -1.300
31 H 2.042 3.126 0.280
32 H 1.070 -1.338 -2.722
33 H 0.333 -2.926 -0.512
34 H 0.496 1.012 -2.413
35 H 2.446 -3.197 -1.964
36 H -2.425 -2.936 0.506
37 H -1.853 4.176 0.128
38 H 1.891 0.410 0.220
39 H -3.217 -2.596 2.062



Record 2
The following is a quantum chemistry calculation of a molecular structure, C13H18NO6PPdS2, from the OMol25 dataset.

Output
Energy above the lowest of the compared OMol25 structures with the same formula, charge and spin = 0.0 kcal/mol
Net charge = 0
E_tot = -61991.033 eV
Strongest force on any atom = 0.0120 hartree/bohr
Gap between HOMO and LUMO = 7.4 eV

Element x y z (Å)
1 Pd -0.520 -0.174 0.630
2 S 1.278 -1.414 -0.103
3 S 3.533 0.779 1.387
4 P 2.261 0.382 0.027
5 O -2.697 0.179 3.959
6 O -1.726 0.768 2.020
7 O -1.402 -2.139 -1.564
8 O -1.609 -4.345 -1.228
9 O 2.867 0.709 -1.396
10 O 0.831 1.284 0.081
11 N -1.674 -1.730 1.207
12 C -2.179 -0.069 2.890
13 C -2.103 -1.524 2.454
14 C -0.544 3.218 -0.098
15 C -2.203 -4.030 1.410
16 C 2.320 0.473 -2.727
17 C -1.791 -2.950 0.659
18 C 0.885 0.926 -2.906
19 C 0.781 2.873 2.003
20 C -2.538 -2.562 3.262
21 C 0.748 2.708 0.500
22 C -1.570 -3.063 -0.823
23 C -2.545 -3.840 2.745
24 C 3.263 1.197 -3.663
25 H 0.801 2.007 -2.778
26 H -0.648 4.281 0.122
27 H 2.386 -0.604 -2.892
28 H 2.998 0.978 -4.699
29 H 0.584 0.682 -3.926
30 H 1.611 3.175 0.023
31 H -0.564 3.081 -1.179
32 H -2.859 -2.317 4.264
33 H -2.276 -5.000 0.942
34 H 3.196 2.274 -3.506
35 H 0.609 3.929 2.223
36 H -0.023 2.297 2.460
37 H -1.390 2.699 0.350
38 H 4.292 0.883 -3.491
39 H -1.469 -4.337 -2.187
40 H 1.735 2.581 2.427
41 H -2.850 -4.682 3.352
42 H 0.201 0.421 -2.230



Record 3
The following is a quantum chemistry calculation of a molecular structure, C13H19BBr30O3P at a distorted geometry, from the OMol25 dataset.

Output
Net charge = -1
E_tot = -2131167.340 eV
Strongest force on any atom = 0.1498 hartree/bohr
Gap between HOMO and LUMO = 4.1 eV

Element x y z (Å)
1 Br -0.630 -0.908 1.293
2 Br 4.658 1.071 -7.090
3 Br -0.532 1.232 -1.664
4 Br 2.184 0.913 -3.368
5 Br -3.819 -3.757 2.228
6 Br -0.627 -7.967 -1.398
7 Br -2.271 -5.212 -1.696
8 Br 4.634 3.514 -4.989
9 Br -1.125 2.483 -6.193
10 Br 0.156 1.409 -8.948
11 Br -9.631 3.068 0.751
12 Br 6.047 5.412 9.690
13 Br 0.033 -9.339 -9.129
14 Br -3.165 1.744 0.752
15 Br 6.419 0.896 -4.397
16 Br -2.812 -7.640 -3.744
17 Br 6.838 2.303 9.385
18 Br 1.632 -1.008 3.586
19 Br 1.127 3.847 -2.555
20 Br -3.795 -0.929 -0.935
21 Br -2.916 -9.117 -7.850
22 Br -0.334 -0.626 -6.498
23 Br -10.171 0.639 -1.297
24 Br 2.177 -2.385 0.724
25 Br -1.012 -5.234 1.658
26 Br 7.328 4.338 6.935
27 Br -1.557 -3.858 4.521
28 Br -5.693 1.657 -1.245
29 Br -0.668 -6.933 -7.103
30 Br -7.987 0.312 1.049
31 P 1.201 2.752 2.502
32 O 3.455 2.285 5.939
33 O -0.203 3.753 2.258
34 O 3.017 4.323 7.203
35 C -0.955 0.976 -7.411
36 C -9.665 1.137 0.514
37 C -2.305 -7.142 -1.933
38 C 2.143 4.452 4.796
39 C 2.889 3.660 6.022
40 C -1.018 -8.784 -7.589
41 C 6.217 3.905 8.472
42 C -4.546 0.634 -0.053
43 C 0.843 -1.921 2.061
44 C -2.347 -4.771 2.995
45 C 0.627 2.023 -3.011
46 C 1.903 2.205 0.781
47 C 5.676 2.065 -5.763
48 B 2.536 3.932 3.286
49 H -10.440 0.747 1.182
50 H 2.428 5.601 4.912
51 H 3.622 3.458 3.196
52 H -3.081 -7.533 -1.266
53 H -2.766 -5.711 3.368
54 H -1.958 0.758 -7.792
55 H 3.082 2.238 0.905
56 H 0.050 2.072 -3.940
57 H 2.528 4.901 2.580
58 H 6.522 2.523 -6.286
59 H -0.698 -9.402 -6.743
60 H 1.501 1.122 0.548
61 H 0.423 -2.862 2.433
62 H 5.214 3.687 8.091
63 H 3.216 1.888 6.849
64 H -0.992 3.454 2.799
65 H 0.961 4.389 4.911
66 H 1.606 2.992 -0.052
67 H -5.178 0.269 0.763



Record 4
The following is a quantum chemistry calculation of a molecular structure, C13H19BF4N6O4V at a distorted geometry, from the OMol25 dataset.

Output
2S+1 = 2
⟨S²⟩ = 0.776
Net charge = 0
E_tot = -68159.656 eV
Strongest force on any atom = 0.0855 hartree/bohr
Gap between HOMO and LUMO (spin up / spin down) = 9.6 / 9.8 eV

Element x y z (Å)
1 V 0.065 2.804 0.123
2 F -2.995 4.752 -0.959
3 F -2.753 4.886 1.311
4 F -2.171 2.922 0.181
5 F -0.840 4.701 -0.005
6 O 0.259 3.041 1.637
7 O 1.280 1.077 -0.407
8 O -0.745 0.831 0.305
9 O 0.312 -0.954 -0.522
10 N -2.003 -2.454 -0.024
11 N -4.506 0.077 1.744
12 N -2.324 0.334 -3.530
13 N 1.218 0.591 3.264
14 N 2.498 -4.219 0.823
15 N 6.043 2.824 -1.003
16 C 1.985 -4.109 -0.199
17 C -2.281 0.544 3.030
18 C 4.481 1.688 0.751
19 C 2.300 -1.481 2.098
20 C -2.869 -1.841 -0.468
21 C 0.283 0.308 -0.205
22 C 5.366 2.320 -0.227
23 C -3.539 0.292 2.316
24 C -3.963 -1.055 -0.997
25 C -0.001 -0.763 -3.922
26 C 1.691 -0.325 2.748
27 C 1.346 -3.922 -1.496
28 C -1.300 -0.147 -3.727
29 B -2.279 4.371 0.142
30 H 0.593 -0.723 -3.012
31 H 1.746 -4.624 -2.222
32 H -4.741 -0.988 -0.235
33 H 3.161 -1.823 2.670
34 H 3.480 2.100 0.670
35 H 0.270 -4.023 -1.371
36 H -4.380 -1.471 -1.910
37 H 1.574 -2.911 -1.831
38 H -2.460 0.418 4.095
39 H 0.524 -0.259 -4.733
40 H 4.864 1.835 1.759
41 H 2.609 -1.225 1.086
42 H -0.108 -1.810 -4.207
43 H -0.624 -1.262 -0.419
44 H -3.607 -0.052 -1.231
45 H 1.608 -2.321 2.053
46 H 4.441 0.614 0.573
47 H -1.513 -0.141 2.688
48 H -1.994 1.567 2.795



Record 5
The following is a quantum chemistry calculation of C13H19BN2O3 in the gas phase at a distorted geometry, from the OMol25 dataset.

Output
Energy above the lowest of the compared OMol25 structures with the same formula, charge and spin = 0.0 kcal/mol
Net charge = 0
E_tot = -23591.285 eV
Strongest force on any atom = 0.0529 hartree/bohr
Gap between HOMO and LUMO = 9.5 eV

Element x y z (Å)
1 O -1.613 -1.346 -1.100
2 O -0.666 -5.427 1.062
3 O -2.232 -3.493 1.069
4 N 0.026 -1.842 0.324
5 N -0.888 0.909 1.396
6 C 1.253 -1.569 1.108
7 C -0.812 0.561 -0.009
8 C 0.016 -3.258 -0.117
9 C -0.385 5.656 -1.039
10 C 2.189 -2.748 0.820
11 C 0.217 1.399 -0.809
12 C 1.445 -3.796 -0.023
13 C -0.789 3.465 -1.911
14 C 0.378 5.097 -0.020
15 C 0.507 3.730 0.066
16 C -0.816 -0.918 -0.305
17 C -0.995 4.813 -1.951
18 C -0.064 2.902 -0.865
19 B -1.026 -4.141 0.714
20 H 0.813 5.726 0.737
21 H 3.075 -2.420 0.268
22 H 1.227 1.262 -0.384
23 H 0.970 -1.466 2.173
24 H 0.996 3.262 0.874
25 H 2.531 -3.143 1.780
26 H 0.269 1.045 -1.833
27 H -0.533 6.721 -1.093
28 H -0.332 -3.293 -1.151
29 H 1.647 -0.596 0.774
30 H 1.444 -4.803 0.391
31 H -1.246 2.788 -2.628
32 H -1.771 0.890 -0.442
33 H 1.975 -3.790 -1.004
34 H -2.161 -2.684 0.475
35 H -1.721 5.242 -2.639
36 H 0.005 0.841 1.841
37 H -1.581 0.298 1.864
38 H -1.353 -5.874 1.586